DFT (ωB97M-V with the def2-TZVPD basis set) results for a cluster of 8 separate species, C31H81N5O8 in total at a distorted geometry.

Results
- DFT total energy: -57282.504 eV
- SMILES: CC1(C)CCCC(C)(C)N1O.COC[C@H](C)N.COC[C@H](C)N.COC[C@H](C)N.COC[C@H](C)N.CCO.CCO.CCO
- 2S+1: 1
- HOMO-LUMO gap: 8.268 eV

The geometry in XYZ format:
```
125
Properties=species:S:1:pos:R:3:forces:R:3
C 1.589901 0.041812 -0.527911 -1.91 0.16 0.36
C 0.117053 0.452944 -0.519571 -0.76 0.58 -0.17
O -0.536915 -0.033598 -1.680455 0.23 -0.25 -0.83
H 2.070002 0.641242 -1.301400 0.31 -0.43 0.07
H 1.537936 -1.028854 -0.725542 0.76 0.03 -0.10
H 1.973621 0.259001 0.468932 0.38 -0.13 -0.18
H 0.012668 1.537922 -0.525824 0.27 0.32 0.19
H -0.529896 0.103120 0.284906 0.78 -0.22 0.81
H -1.435086 0.304320 -1.654101 -0.09 -0.06 -0.16
C 3.181237 0.814856 -8.483424 0.07 1.19 1.08
C 3.787729 -0.280359 -7.675170 -0.69 -2.59 -1.12
O 5.176768 -0.412316 -7.833593 1.20 0.76 0.80
H 3.412476 1.719909 -7.921715 0.21 0.52 -0.55
H 2.091617 0.788993 -8.470905 0.00 -0.35 -0.35
H 3.617976 0.836007 -9.481867 -0.28 0.11 0.02
H 3.402012 -1.220455 -8.069577 -0.56 -0.31 0.04
H 3.495820 -0.328239 -6.626078 0.41 0.61 0.10
H 5.411273 -0.848670 -8.655905 -0.36 0.05 -0.01
C -4.415110 2.064781 -5.845874 -0.49 -1.12 0.40
C -4.935810 0.903048 -4.929132 0.11 1.04 -0.79
O -5.124264 1.452415 -3.642839 0.44 -0.09 0.81
H -3.414197 2.338113 -5.511853 -0.05 0.02 0.03
H -5.073777 2.922332 -5.708584 0.02 0.08 -0.19
H -4.367202 1.794300 -6.900694 -0.08 0.00 -0.01
H -4.210606 0.089305 -4.930322 -0.03 0.06 0.42
H -5.920038 0.492930 -5.155402 0.14 -0.14 -1.04
H -5.854853 2.062242 -3.769183 -0.03 0.15 0.39
C -6.038157 -4.173719 1.673111 -0.01 -0.56 0.15
C -5.021695 -5.388867 1.724075 -1.42 0.05 0.92
C -3.786168 -5.007829 0.905636 -1.08 -0.02 0.01
C -2.524305 -5.737108 1.206455 0.20 -1.31 0.74
C -2.243881 -5.900031 2.712947 -0.47 1.68 -0.77
C -3.505973 -6.359502 3.625039 2.60 0.37 -2.46
N -4.671496 -5.573416 3.189580 3.26 1.21 -2.16
O -5.706424 -5.791749 4.018810 -2.10 -0.52 1.08
C -3.636406 -7.907188 3.325775 -0.35 1.28 2.47
C -3.011851 -5.928377 5.054602 -1.15 -2.24 -0.15
C -5.624747 -6.676396 1.093192 -0.13 -0.58 -0.20
H -6.969775 -4.380651 2.199780 0.00 -0.39 -0.07
H -6.309464 -3.863433 0.664042 0.13 -0.43 -0.26
H -5.683361 -3.254104 2.138449 0.64 -0.20 0.18
H -4.039182 -5.264266 -0.123113 -0.14 0.51 -0.20
H -3.685809 -3.926357 0.997545 0.40 0.04 -0.06
H -1.758069 -5.222799 0.626407 0.53 -0.11 0.47
H -2.509367 -6.771266 0.862374 -0.46 -0.03 -0.75
H -1.925228 -4.889548 2.968838 -0.18 0.16 0.84
H -1.322891 -6.480039 2.771859 -0.36 -0.57 0.65
H -4.559636 -8.286118 3.764131 -0.50 0.11 -0.53
H -3.550425 -8.132784 2.262852 0.35 -0.22 0.53
H -2.932953 -8.334775 4.040216 0.71 -0.56 -0.84
H -3.746617 -6.274363 5.781605 -0.73 1.05 0.22
H -2.260928 -6.625494 5.426389 0.86 0.18 -0.71
H -2.655989 -4.901564 5.139073 -0.43 -0.13 -0.04
H -6.545152 -7.093657 1.501658 0.09 0.32 0.78
H -4.884079 -7.475791 1.115125 -0.05 0.06 0.16
H -5.887540 -6.643835 0.035847 0.21 0.85 -0.24
H -5.635774 -5.051742 4.626265 -0.44 0.05 0.27
C 9.126734 8.849857 -2.666542 0.63 -0.40 -0.69
C 8.002244 9.693684 -2.149318 -1.53 0.16 -0.61
C 6.803008 8.867101 -1.553775 -0.04 -0.66 0.20
O 6.379862 7.751968 -2.388389 1.36 1.04 -0.04
C 5.338957 6.886744 -1.949583 0.72 1.13 -0.31
N 8.583605 10.734050 -1.298767 -0.40 -0.30 0.41
H 9.517917 8.089762 -1.990278 -0.18 0.07 0.34
H 9.932942 9.553230 -2.874855 0.12 -0.18 -0.09
H 8.881872 8.335601 -3.595885 -0.18 -0.04 0.06
H 7.561770 10.223355 -2.994020 0.18 0.09 -0.26
H 5.905861 9.445441 -1.332913 0.06 0.60 -0.17
H 7.176660 8.555100 -0.578515 -0.05 -0.71 0.31
H 4.402267 7.440814 -1.888612 -0.22 -0.01 0.30
H 5.616472 6.447986 -0.991165 -0.27 -0.33 0.01
H 5.250490 6.175213 -2.770564 -0.03 -0.29 0.40
H 8.721507 10.406206 -0.353469 0.09 0.00 0.17
H 8.071371 11.603761 -1.262411 -0.27 -0.17 -0.04
C 10.190008 -5.342186 -3.861333 -1.37 0.41 0.73
C 8.874428 -4.681702 -4.331754 0.49 -1.78 1.08
C 7.727035 -4.643506 -3.209164 0.91 0.18 -0.03
O 7.378237 -5.933211 -2.633252 1.03 0.58 -1.72
C 6.692986 -5.969789 -1.420717 -0.42 0.07 0.46
N 9.219420 -3.385422 -4.870032 -1.13 0.76 -0.25
H 10.662322 -5.746989 -4.756404 0.39 -0.17 0.44
H 9.868398 -6.079952 -3.126234 0.47 -0.58 -0.31
H 10.804565 -4.629054 -3.311909 0.20 0.09 -0.29
H 8.558096 -5.382051 -5.104762 -0.70 0.01 -0.17
H 6.873729 -4.157580 -3.682289 -0.42 -0.18 0.07
H 8.054244 -3.988217 -2.401918 0.19 0.16 0.09
H 5.815998 -5.323287 -1.388754 -0.19 0.13 -0.23
H 7.279637 -5.726645 -0.534821 0.53 0.28 -0.07
H 6.361891 -6.996467 -1.264455 -0.05 -0.01 -0.22
H 9.941897 -3.449570 -5.572893 0.61 -0.42 0.29
H 8.456248 -3.082914 -5.458383 -0.54 0.48 0.14
C -6.075260 0.577466 5.983283 -1.31 0.40 -0.96
C -5.007462 -0.108592 6.738891 0.14 -0.78 1.13
C -5.597848 -0.876184 7.902857 0.00 -1.59 0.67
O -6.518159 -1.902692 7.461924 0.51 -0.04 -1.85
C -7.259715 -2.511994 8.492497 0.52 1.37 0.60
N -4.112982 -0.979398 5.937208 -0.69 0.66 -0.40
H -6.821758 -0.103318 5.574149 0.36 -0.21 -0.55
H -5.585681 1.208365 5.241414 -0.42 -0.03 -0.40
H -6.712825 1.219532 6.591028 0.40 0.28 0.40
H -4.424627 0.730250 7.119355 0.47 -0.32 0.54
H -6.057186 -0.235207 8.655363 -0.34 0.31 -0.14
H -4.821782 -1.432464 8.428560 0.46 0.17 0.17
H -7.838861 -1.644183 8.808101 -0.56 -0.54 1.23
H -6.561156 -2.901915 9.232817 -0.09 0.20 0.55
H -7.920565 -3.348460 8.265161 0.19 0.25 -1.03
H -4.344846 -0.703864 4.993583 0.59 0.17 -0.57
H -4.454721 -1.929490 5.911950 -0.23 -0.32 0.60
C -2.250311 6.710992 3.066047 -0.62 -0.60 -1.15
C -1.732616 5.900129 1.792255 -1.34 2.57 1.23
C -2.141629 6.676436 0.449042 0.17 -0.15 0.64
O -3.531813 6.527409 0.194342 -0.48 -0.22 0.11
C -4.111728 7.039520 -1.023422 0.23 0.01 1.16
N -0.279903 5.718023 2.002810 -1.31 0.36 -1.37
H -1.844311 7.709190 3.229933 0.69 -0.26 -0.20
H -2.130502 6.075082 3.943174 0.21 0.17 0.14
H -3.319263 6.905528 2.978940 -0.20 -0.29 -0.15
H -2.316318 4.980452 1.831969 0.09 -0.29 -0.37
H -1.562319 6.330595 -0.407057 0.24 -0.26 -0.11
H -1.961971 7.745623 0.561579 0.44 0.14 0.17
H -3.844191 8.067228 -1.269029 0.85 0.00 -0.06
H -5.173256 7.174335 -0.815872 -0.10 -0.67 -0.03
H -3.933622 6.345058 -1.844465 -0.02 0.16 -0.14
H -0.023521 5.199634 1.174777 0.88 -0.45 0.18
H -0.186969 5.145251 2.829489 0.29 -0.22 -0.06
```
Positions in Å, forces in eV/Å.